[1]
The following is a DFT calculation (ωB97M-V/def2-TZVPD) of a molecular structure, C44H35AsCoN2O3PS2Te.

The value obtained for the highest occupied orbital energy (alpha / beta) is -4.55 / -4.78 eV. The energy relative to the best compared isomer or geometry (same formula, charge and spin) is 19.3 kJ/mol. The multiplicity is 2. For the HOMO-LUMO gap (alpha / beta), the calculation gives 6.725 / 6.969 eV. The total charge is -1. The value obtained for the total energy is -192040.1665 eV.

Element x y z (Å)
1 Co 0.19 0.36 1.07
2 S -0.26 -2.33 1.10
3 C -1.23 -1.86 2.44
4 S -1.21 -0.19 2.86
5 C -2.02 -2.76 3.14
6 C -2.09 -4.14 2.77
7 N -2.18 -5.25 2.48
8 C -2.86 -2.35 4.21
9 N -3.53 -2.03 5.09
10 O 1.07 4.48 0.44
11 C 1.08 3.25 0.50
12 O 0.31 2.50 1.17
13 C 2.19 2.53 -0.32
14 P 1.79 0.76 -0.54
15 C 3.37 -0.15 -0.46
16 C 3.34 -1.46 0.02
17 C 4.52 -2.19 0.11
18 C 5.73 -1.62 -0.25
19 C 5.76 -0.31 -0.72
20 C 4.59 0.42 -0.82
21 C 1.35 0.70 -2.32
22 C 0.22 1.41 -2.71
23 C -0.17 1.42 -4.04
24 C 0.56 0.70 -4.99
25 C 1.69 0.00 -4.60
26 C 2.09 0.01 -3.27
27 H 3.11 2.62 0.25
28 H 2.34 3.05 -1.27
29 H 2.40 -1.89 0.34
30 H 4.49 -3.20 0.49
31 H 6.64 -2.18 -0.17
32 H 6.70 0.14 -1.00
33 H 4.62 1.44 -1.19
34 H -0.36 1.95 -1.98
35 H -1.05 1.97 -4.34
36 H 0.25 0.70 -6.02
37 H 2.27 -0.55 -5.33
38 H 2.97 -0.55 -2.97
39 C 3.59 1.31 2.86
40 Te 1.85 0.05 2.98
41 C 1.21 1.63 4.27
42 C 2.47 2.14 4.91
43 C 2.48 2.76 6.15
44 C 3.67 3.21 6.70
45 C 4.87 3.03 6.01
46 C 4.86 2.41 4.77
47 C 3.67 1.96 4.21
48 H 3.41 2.06 2.10
49 H 4.49 0.74 2.61
50 H 0.49 1.24 4.98
51 H 0.73 2.36 3.62
52 H 1.55 2.89 6.69
53 H 3.67 3.69 7.67
54 H 5.80 3.37 6.44
55 H 5.79 2.27 4.23
56 O -1.29 0.52 -0.29
57 As -2.32 -0.53 -1.06
58 C -3.25 0.73 -2.21
59 C -3.50 0.54 -3.56
60 C -4.12 1.53 -4.31
61 C -4.49 2.73 -3.71
62 C -4.22 2.93 -2.36
63 C -3.60 1.94 -1.61
64 C -3.66 -1.29 0.08
65 C -4.27 -0.44 1.00
66 C -5.24 -0.93 1.85
67 C -5.60 -2.27 1.78
68 C -4.99 -3.12 0.87
69 C -4.00 -2.63 0.02
70 C -1.71 -1.88 -2.29
71 C -2.66 -2.56 -3.03
72 C -2.27 -3.52 -3.96
73 C -0.92 -3.78 -4.15
74 C 0.03 -3.09 -3.42
75 C -0.36 -2.15 -2.48
76 H -3.19 -0.37 -4.06
77 H -4.31 1.37 -5.36
78 H -4.97 3.50 -4.29
79 H -4.48 3.87 -1.89
80 H -3.36 2.12 -0.58
81 H -3.95 0.60 1.08
82 H -5.68 -0.28 2.59
83 H -6.33 -2.66 2.47
84 H -5.23 -4.17 0.86
85 H -3.47 -3.31 -0.63
86 H -3.72 -2.36 -2.89
87 H -3.02 -4.07 -4.52
88 H -0.62 -4.53 -4.87
89 H 1.08 -3.30 -3.56
90 H 0.38 -1.64 -1.88

=====

[2]
The following is a DFT calculation (ωB97M-V/def2-TZVPD) of 9 unconnected molecules or ions with the total composition C26H64BN8O9PS at a distorted geometry.

The SMILES is COCB[PH2]=S.CNC(C)=O.CNC(C)=O.CNC(C)=O.CNC(C)=O.CNC(C)=O.CNC(C)=O.CNC(C)=O.CNC(C)=O. The value obtained for the highest occupied orbital energy is -7.84 eV. The multiplicity is 1. For the HOMO-LUMO gap, the calculation gives 7.383 eV. The total charge is 0. The value obtained for the total energy is -79150.1731 eV.

Element x y z (Å)
1 C 10.86 1.48 -0.16
2 O 9.89 2.09 0.64
3 C 8.92 2.76 -0.14
4 B 7.74 1.87 -0.65
5 P 7.00 0.35 0.28
6 S 8.34 -0.90 1.02
7 H 11.29 2.17 -0.88
8 H 10.46 0.60 -0.68
9 H 11.66 1.15 0.49
10 H 8.44 3.48 0.54
11 H 9.36 3.36 -0.94
12 H 7.22 2.17 -1.68
13 H 6.15 0.82 1.30
14 H 6.19 -0.30 -0.65
15 C 1.57 0.71 -0.97
16 C 2.89 0.41 -0.31
17 O 3.97 0.44 -0.90
18 N 2.79 0.05 0.99
19 C 1.56 0.07 1.76
20 H 1.76 0.97 -2.01
21 H 0.94 -0.18 -0.94
22 H 1.07 1.54 -0.49
23 H 3.65 -0.25 1.43
24 H 1.66 0.72 2.63
25 H 1.29 -0.93 2.09
26 H 0.76 0.44 1.13
27 C -2.73 -1.75 0.46
28 C -1.33 -2.26 0.28
29 O -0.44 -1.52 -0.14
30 N -1.06 -3.55 0.59
31 C -1.97 -4.55 1.10
32 H -2.76 -0.71 0.15
33 H -3.43 -2.32 -0.15
34 H -3.05 -1.82 1.50
35 H -0.11 -3.82 0.43
36 H -1.63 -4.91 2.07
37 H -2.01 -5.39 0.41
38 H -2.97 -4.14 1.22
39 C -4.71 0.58 2.93
40 C -5.60 -0.22 2.01
41 O -5.56 -1.45 1.96
42 N -6.46 0.47 1.22
43 C -6.65 1.90 1.12
44 H -4.09 -0.11 3.49
45 H -4.07 1.25 2.35
46 H -5.31 1.16 3.63
47 H -7.02 -0.12 0.63
48 H -7.68 2.15 1.36
49 H -6.45 2.23 0.10
50 H -5.99 2.44 1.79
51 C 2.68 -5.28 -0.84
52 C 1.47 -6.16 -1.04
53 O 0.33 -5.76 -0.84
54 N 1.68 -7.44 -1.45
55 C 2.95 -8.09 -1.73
56 H 2.34 -4.30 -0.52
57 H 3.34 -5.69 -0.08
58 H 3.23 -5.17 -1.77
59 H 0.83 -7.97 -1.56
60 H 2.97 -8.43 -2.77
61 H 3.08 -8.95 -1.08
62 H 3.77 -7.41 -1.57
63 C -11.89 1.74 0.48
64 C -10.53 1.09 0.36
65 O -9.57 1.68 -0.10
66 N -10.41 -0.19 0.81
67 C -11.43 -1.04 1.39
68 H -11.82 2.75 0.09
69 H -12.63 1.18 -0.10
70 H -12.21 1.78 1.52
71 H -9.48 -0.57 0.71
72 H -11.14 -1.34 2.40
73 H -11.56 -1.94 0.79
74 H -12.38 -0.52 1.44
75 C 7.34 7.25 2.91
76 C 6.63 5.95 3.19
77 O 5.43 5.81 3.02
78 N 7.39 4.92 3.65
79 C 8.82 4.89 3.91
80 H 6.60 7.97 2.55
81 H 7.80 7.65 3.81
82 H 8.10 7.12 2.14
83 H 6.86 4.07 3.82
84 H 9.28 4.12 3.29
85 H 8.99 4.64 4.95
86 H 9.28 5.85 3.68
87 C -3.79 3.30 -0.60
88 C -2.98 2.18 0.01
89 O -3.27 1.69 1.10
90 N -1.92 1.73 -0.69
91 C -1.42 2.17 -1.99
92 H -4.60 3.55 0.08
93 H -3.17 4.19 -0.74
94 H -4.21 3.00 -1.55
95 H -1.42 0.98 -0.23
96 H -1.44 1.32 -2.68
97 H -0.40 2.52 -1.89
98 H -2.03 2.96 -2.41
99 C 0.42 -1.43 -4.00
100 C -0.66 -0.77 -4.82
101 O -0.70 0.43 -5.01
102 N -1.61 -1.58 -5.35
103 C -1.73 -3.03 -5.23
104 H 1.10 -0.66 -3.64
105 H -0.01 -1.94 -3.13
106 H 0.98 -2.14 -4.60
107 H -2.31 -1.09 -5.89
108 H -1.70 -3.49 -6.22
109 H -2.68 -3.28 -4.76
110 H -0.93 -3.43 -4.62

=====

[3]
The following is a DFT calculation (ωB97M-V/def2-TZVPD) of a single C9H6N2O2 molecule at a distorted geometry.

The SMILES is O=C(O)c1cnc2ccccc2n1. The value obtained for the highest occupied orbital energy is -9.74 eV. The energy relative to the best compared isomer or geometry (same formula, charge and spin) is 258.6 kJ/mol. The multiplicity is 1. For the HOMO-LUMO gap, the calculation gives 8.442 eV. The total charge is 0. The value obtained for the total energy is -16502.9403 eV.

Element x y z (Å)
1 C -1.07 2.83 1.12
2 C -0.35 1.73 0.55
3 C 0.95 1.57 1.03
4 C 0.92 -0.39 -0.05
5 C 1.73 -1.59 -0.41
6 C 1.24 -2.62 -1.18
7 C -0.23 -2.38 -1.34
8 C -1.02 -1.45 -0.82
9 C -0.41 -0.27 -0.35
10 H -2.74 1.68 0.97
11 H 1.28 2.52 1.69
12 H 2.78 -1.51 0.00
13 H 1.93 -3.34 -1.54
14 H -0.73 -3.25 -1.94
15 H -1.98 -1.39 -1.10
16 N 1.70 0.59 0.60
17 N -1.17 0.74 0.09
18 O -2.44 2.60 1.40
19 O -0.40 3.91 1.26

=====

[4]
The following is a DFT calculation (ωB97M-V/def2-TZVPD) of 2 unconnected molecules or ions with the total composition C6H12N5O at a distorted geometry.

The value obtained for the highest occupied orbital energy is -13.54 eV. The energy relative to the best compared isomer or geometry (same formula, charge and spin) is 283.8 kJ/mol. The multiplicity is 1. For the HOMO-LUMO gap, the calculation gives 8.977 eV. The total charge is +1. The value obtained for the total energy is -15906.0612 eV.

Element x y z (Å)
1 C -2.01 -2.68 -0.55
2 C -0.78 -0.93 0.19
3 C -0.66 1.35 -0.61
4 C 1.45 0.71 1.74
5 C 1.92 0.92 0.31
6 C 0.79 1.00 -0.67
7 N -1.78 -1.34 -0.68
8 N -1.22 -3.20 0.32
9 N -0.50 -2.07 0.75
10 N -1.15 1.93 0.47
11 N 1.11 0.67 -1.88
12 O -1.16 1.32 -1.69
13 H -2.72 -3.25 -1.17
14 H 0.37 0.44 1.76
15 H 2.07 -0.22 2.22
16 H 1.64 1.65 2.30
17 H 2.40 0.03 -0.12
18 H 2.49 1.70 0.15
19 H 0.29 -2.27 1.28
20 H -0.72 1.73 1.36
21 H -2.16 2.04 0.56
22 H -2.15 -0.87 -1.45
23 H 2.06 0.50 -2.00
24 H 0.41 0.83 -2.58

=====

[5]
The following is a DFT calculation (ωB97M-V/def2-TZVPD) of 3 unconnected molecules or ions with the total composition C15H37BNO10.

The value obtained for the highest occupied orbital energy is -4.62 eV. The energy relative to the best compared isomer or geometry (same formula, charge and spin) is 0.0 kJ/mol. The multiplicity is 1. For the HOMO-LUMO gap, the calculation gives 7.083 eV. The total charge is -1. The value obtained for the total energy is -38792.8046 eV.

Element x y z (Å)
1 C -0.32 0.38 0.67
2 C -0.95 1.20 1.80
3 O -2.25 0.79 2.07
4 B -3.37 1.54 1.44
5 O -4.06 2.43 2.42
6 C -4.48 0.48 0.88
7 O -4.71 -0.70 1.71
8 N -3.76 -1.64 1.49
9 O -3.68 -2.41 2.39
10 H -0.82 0.60 -0.28
11 H 0.75 0.60 0.60
12 H -0.47 -0.67 0.90
13 H -0.89 2.27 1.55
14 H -0.34 1.04 2.70
15 H -2.96 2.21 0.46
16 H -3.42 3.08 2.72
17 H -5.45 0.99 0.86
18 H -4.28 0.15 -0.15
19 C -2.94 -0.43 -7.16
20 O -2.40 -1.38 -6.27
21 C -1.41 -0.87 -5.39
22 C -1.61 -1.34 -3.97
23 O -2.73 -0.80 -3.31
24 C -4.03 -1.26 -3.65
25 C -4.34 -2.67 -3.20
26 O -3.65 -3.64 -3.98
27 C -3.20 -4.74 -3.23
28 H -2.26 -0.22 -8.00
29 H -3.87 -0.85 -7.56
30 H -3.17 0.51 -6.65
31 H -1.41 0.23 -5.41
32 H -0.43 -1.21 -5.73
33 H -0.75 -0.97 -3.40
34 H -1.58 -2.43 -3.92
35 H -4.24 -1.12 -4.71
36 H -4.70 -0.60 -3.08
37 H -5.42 -2.82 -3.32
38 H -4.09 -2.77 -2.14
39 H -2.75 -4.43 -2.29
40 H -2.44 -5.25 -3.83
41 H -4.01 -5.45 -3.02
42 C 2.91 -0.80 2.73
43 O 3.25 0.53 3.10
44 C 3.25 0.77 4.49
45 C 4.45 1.59 4.91
46 O 5.70 0.92 4.83
47 C 6.27 0.68 3.56
48 C 6.79 1.91 2.85
49 O 5.74 2.73 2.37
50 C 5.98 4.11 2.47
51 H 1.84 -0.97 2.80
52 H 3.22 -0.94 1.70
53 H 3.44 -1.53 3.36
54 H 3.24 -0.17 5.05
55 H 2.35 1.33 4.76
56 H 4.33 1.80 5.98
57 H 4.47 2.54 4.39
58 H 5.59 0.12 2.91
59 H 7.14 0.05 3.76
60 H 7.39 1.57 1.99
61 H 7.45 2.47 3.52
62 H 6.42 4.37 3.44
63 H 5.02 4.62 2.38
64 H 6.64 4.47 1.67

=====

[6]
The following is a DFT calculation (ωB97M-V/def2-TZVPD) of a molecular structure, C38H28BrN7O5Ti.

The value obtained for the highest occupied orbital energy is -7.74 eV. The energy relative to the best compared isomer or geometry (same formula, charge and spin) is 0.0 kJ/mol. The multiplicity is 1. For the HOMO-LUMO gap, the calculation gives 7.242 eV. The total charge is 0. The value obtained for the total energy is -153691.1808 eV.

Element x y z (Å)
1 Ti -0.42 -0.30 0.22
2 C -4.36 -3.95 -3.57
3 C -3.37 -2.89 -3.20
4 C -3.77 -1.59 -2.87
5 C -2.84 -0.67 -2.46
6 C -1.48 -0.97 -2.37
7 N -0.59 -0.04 -1.76
8 C -0.10 0.96 -2.59
9 C -0.66 1.21 -3.85
10 C -0.27 2.28 -4.64
11 C 0.70 3.18 -4.20
12 C 1.07 4.40 -5.00
13 C 1.30 2.92 -2.99
14 C 0.96 1.81 -2.22
15 N 1.77 1.56 -1.08
16 C 3.03 2.00 -0.86
17 C 3.46 1.49 0.34
18 C 2.39 0.73 0.80
19 N 1.38 0.78 -0.06
20 C -1.06 -2.25 -2.76
21 C -2.01 -3.19 -3.15
22 N 0.30 -2.63 -2.73
23 C 0.80 -3.89 -2.70
24 C 2.16 -3.80 -2.73
25 C 2.41 -2.41 -2.78
26 N 1.30 -1.71 -2.78
27 H -5.28 -3.51 -3.95
28 H -3.97 -4.62 -4.33
29 H -4.62 -4.54 -2.69
30 H -4.82 -1.33 -2.91
31 H -3.15 0.32 -2.15
32 H -1.43 0.56 -4.22
33 H -0.75 2.43 -5.60
34 H 0.44 4.50 -5.89
35 H 0.96 5.31 -4.41
36 H 2.11 4.35 -5.34
37 H 2.06 3.60 -2.62
38 H 3.53 2.60 -1.60
39 H 4.42 1.64 0.80
40 H 2.29 0.13 1.70
41 H -1.71 -4.18 -3.43
42 H 0.17 -4.76 -2.64
43 H 2.87 -4.61 -2.70
44 H 3.36 -1.90 -2.82
45 Br -5.69 -0.91 5.03
46 C -4.07 -0.55 4.12
47 C -2.86 -1.00 4.66
48 C -1.67 -0.75 4.02
49 C -1.66 -0.09 2.78
50 O -0.53 0.08 2.13
51 C -2.88 0.39 2.26
52 C -2.84 1.34 1.17
53 N -1.84 1.46 0.37
54 C -1.76 2.68 -0.36
55 C -2.62 2.96 -1.39
56 C -2.49 4.15 -2.14
57 C -1.50 5.04 -1.85
58 C -0.61 4.78 -0.78
59 C 0.43 5.67 -0.43
60 C 1.25 5.37 0.62
61 C 1.01 4.17 1.34
62 N 0.06 3.32 1.05
63 C -0.74 3.60 -0.02
64 C -4.08 0.16 2.95
65 H -2.86 -1.54 5.60
66 H -0.73 -1.09 4.43
67 H -3.64 2.09 1.13
68 H -3.41 2.26 -1.64
69 H -3.17 4.33 -2.96
70 H -1.37 5.94 -2.43
71 H 0.56 6.58 -1.00
72 H 2.05 6.03 0.92
73 H 1.63 3.92 2.19
74 H -5.01 0.55 2.55
75 O -2.31 -3.72 0.70
76 C -1.53 -2.82 0.67
77 O -1.81 -1.56 0.32
78 C -0.01 -2.94 1.01
79 O 0.47 -3.89 1.54
80 O 0.62 -1.84 0.64

=====

[7]
The following is a DFT calculation (ωB97M-V/def2-TZVPD) of a molecular structure, C5H6BrNO6 at a distorted geometry.

The value obtained for the highest occupied orbital energy is -10.16 eV. The energy relative to the best compared isomer or geometry (same formula, charge and spin) is 3.7 kJ/mol. The multiplicity is 1. For the HOMO-LUMO gap, the calculation gives 9.855 eV. The total charge is 0. The value obtained for the total energy is -89094.3493 eV.

Element x y z (Å)
1 C 2.17 1.51 0.21
2 C 1.24 -1.15 0.67
3 C 1.29 3.54 -0.26
4 C 1.55 -3.39 1.22
5 C 2.43 0.08 -0.25
6 N 2.29 -0.16 -1.69
7 O 2.33 1.93 1.33
8 O 0.11 -0.87 0.89
9 O 3.13 0.22 -2.48
10 O 1.20 -0.60 -2.00
11 O 1.53 2.21 -0.73
12 O 2.05 -2.15 0.68
13 Br 4.25 -0.35 0.21
14 H 2.33 4.02 -0.07
15 H 0.70 3.41 0.61
16 H 0.84 4.04 -1.25
17 H 1.26 -3.31 2.26
18 H 2.30 -4.23 0.96
19 H 0.57 -3.81 0.86